# 1
{"formula": "C20H52NO2P2PtSi4", "method": "ωB97M-V/def2-TZVPD", "charge": 1, "total_energy_ev": -80494.2753, "homo_lumo_gap_ev": [5.4, 4.9], "multiplicity": 5, "relative_energy_kcal_mol": 81.2, "symbols": ["C", "C", "N", "C", "C", "C", "C", "P", "Pt", "P", "C", "O", "O", "H", "H", "H", "C", "C", "H", "H", "H", "H", "C", "C", "H", "H", "H", "H", "H", "H", "H", "H", "H", "H", "H", "H", "H", "H", "H", "H", "H", "H", "C", "Si", "C", "C", "Si", "Si", "C", "C", "C", "Si", "C", "C", "C", "H", "H", "H", "H", "H", "H", "H", "H", "H", "H", "H", "H", "H", "H", "H", "H", "H", "H", "H", "H", "H", "H", "H", "H", "H", "H", "H"], "positions_angstrom": [[1.1051, -1.8347, -5.1528], [1.1393, -1.3171, -3.8565], [0.0040, -1.2825, -3.1441], [-1.1770, -1.6143, -3.6942], [-1.2646, -2.0011, -5.0320], [-0.1051, -2.1205, -5.7673], [2.3541, -0.7028, -3.2835], [2.3247, -0.5966, -1.4887], [0.0354, -0.5028, -0.9880], [-2.2073, -0.6351, -1.3207], [-2.4577, -1.5438, -2.8837], [2.0710, 1.6232, -3.9467], [-0.2292, 1.7060, -3.4175], [2.0555, -1.8614, -5.6487], [-2.2401, -2.2408, -5.4538], [-0.1234, -2.4139, -6.8203], [3.0581, -2.1637, -0.9045], [3.6733, 0.6153, -1.2131], [-3.2769, -1.0508, -3.4398], [-2.7986, -2.5582, -2.6097], [2.3422, 0.4261, -3.4463], [3.2696, -1.0613, -3.7526], [-3.3557, -1.5372, -0.2056], [-2.9070, 0.9916, -1.7453], [0.1615, 1.2737, -1.3200], [-0.2602, 2.6353, -3.0747], [0.9148, 1.7027, -3.8116], [2.4807, 1.5354, -4.8446], [0.0031, -1.9712, -0.2466], [-0.2298, 1.1223, -2.3981], [4.0867, -2.2774, -1.2855], [3.0643, -2.1321, 0.1965], [2.4316, -3.0053, -1.2422], [4.6458, 0.1370, -1.4362], [3.5434, 1.4810, -1.8844], [3.6811, 0.9493, -0.1689], [-3.9365, 0.8468, -2.0935], [-2.9064, 1.6902, -0.9013], [-2.3136, 1.4046, -2.5692], [-4.3905, -1.4487, -0.6015], [-3.0681, -2.6107, -0.2038], [-3.3401, -1.1402, 0.8261], [3.1052, 0.3626, 2.3880], [1.6428, 1.5066, 2.1243], [1.4042, 2.3827, 3.7887], [1.9872, 2.8621, 0.8806], [-0.1901, 0.1781, 1.2550], [-0.1646, -1.6284, 2.7941], [0.1429, -1.0986, 4.5721], [-1.7742, -2.6041, 2.7514], [1.2118, -2.8486, 2.3836], [-1.9839, 1.6187, 2.1510], [-2.0164, 1.7040, 4.0202], [-1.6238, 3.3268, 1.4576], [-3.7622, 1.2071, 1.7299], [3.9796, 0.9874, 2.6111], [3.3577, -0.2409, 1.5114], [2.9750, -0.3015, 3.2518], [2.3635, 2.8617, 4.0397], [0.6426, 3.1701, 3.7778], [1.1561, 1.7191, 4.6231], [2.0785, 2.4808, -0.1389], [1.2368, 3.6615, 0.9135], [2.9603, 3.3063, 1.1231], [-0.6491, -0.4676, 4.9827], [0.1867, -2.0113, 5.1830], [1.0896, -0.5707, 4.7193], [-1.9116, -3.1356, 1.8015], [-1.7696, -3.3297, 3.5801], [-2.6574, -1.9720, 2.8843], [1.1616, -3.2232, 1.3594], [2.2183, -2.4431, 2.5166], [1.1208, -3.7265, 3.0372], [-1.0778, 1.9600, 4.5142], [-2.7534, 2.4733, 4.2851], [-2.3806, 0.7718, 4.4600], [-1.4698, 3.3394, 0.3747], [-2.5036, 3.9572, 1.6450], [-0.7510, 3.8241, 1.8908], [-4.3709, 2.0174, 2.1599], [-4.0842, 0.2762, 2.2088], [-3.9844, 1.1306, 0.6627]], "atomic_forces_ev_per_a": [[2.56, 0.41, -0.05], [-0.50, 0.89, 2.01], [2.25, 0.65, 0.52], [-2.27, 0.03, 0.89], [1.22, -0.80, -2.39], [-3.06, -0.74, -1.58], [-0.79, -3.52, 0.11], [0.95, -1.08, -0.10], [0.80, 1.70, 2.53], [-1.18, -0.49, -0.57], [0.41, -0.07, -0.08], [0.88, 1.50, -1.34], [-0.92, 0.86, 1.38], [0.16, -0.21, -0.48], [0.25, 0.13, -0.04], [-0.10, 0.08, 0.46], [0.17, 0.04, 0.13], [0.04, 0.15, 0.12], [0.28, -0.33, 0.03], [-0.01, 0.18, -0.12], [-0.47, 1.16, -0.90], [0.10, -0.07, 0.05], [-0.27, 0.13, 0.06], [-0.49, -0.02, 0.14], [-0.18, -1.57, 0.63], [-0.25, -0.88, -0.48], [0.81, -0.43, -0.46], [-0.91, 0.36, 1.05], [0.07, 0.57, -0.84], [0.50, 1.05, -1.62], [-0.36, -0.02, 0.18], [0.06, -0.21, -0.34], [0.21, 0.36, 0.17], [-0.48, 0.14, 0.07], [-0.03, -0.31, 0.35], [0.11, -0.02, -0.38], [0.07, 0.16, 0.09], [0.15, -0.14, -0.28], [-0.19, -0.16, 0.20], [0.56, -0.06, 0.23], [-0.10, 0.74, 0.03], [0.09, -0.34, -0.63], [0.05, -0.50, -0.17], [0.04, 1.39, 1.05], [-0.12, -0.05, 0.05], [0.17, -0.06, -0.29], [-0.26, -0.99, 0.57], [0.19, -0.05, 0.07], [-0.06, -0.09, 0.26], [-0.21, -0.01, 0.00], [0.10, -0.20, -0.13], [0.54, 1.09, 0.60], [-0.01, -0.08, 0.26], [-0.12, 0.25, -0.23], [-0.17, -0.51, -0.32], [-0.16, 0.12, -0.08], [-0.05, -0.05, 0.23], [-0.11, 0.13, -0.24], [-0.14, -0.08, -0.13], [0.16, -0.09, -0.15], [0.09, -0.03, -0.19], [-0.23, 0.14, 0.05], [0.14, -0.27, -0.04], [-0.06, 0.01, 0.11], [0.07, -0.09, -0.06], [0.00, 0.15, -0.04], [-0.05, -0.08, -0.09], [0.14, -0.01, 0.24], [0.01, 0.11, -0.30], [0.05, 0.01, 0.09], [-0.12, 0.04, -0.03], [-0.09, 0.05, 0.10], [0.01, 0.17, -0.01], [-0.12, -0.04, -0.17], [0.06, 0.00, -0.06], [0.01, 0.02, -0.08], [-0.02, -0.15, 0.00], [0.14, -0.02, 0.06], [-0.16, -0.16, 0.13], [0.25, -0.10, -0.10], [0.00, 0.14, -0.01], [-0.09, 0.07, 0.28]], "lowdin_spin": [0.425, 0.169, 0.301, 0.417, 0.229, 0.218, 0.120, 0.087, 0.428, 0.097, 0.092, 0.080, 0.003, 0.022, 0.006, 0.008, 0.018, 0.008, 0.016, 0.025, 0.035, 0.008, 0.010, 0.009, 0.003, 0.000, 0.001, 0.001, -0.001, 0.001, 0.002, 0.002, 0.000, 0.003, 0.000, 0.000, 0.003, 0.001, 0.001, 0.003, 0.001, 0.002, 0.059, 0.222, 0.031, 0.033, 0.412, 0.039, 0.012, 0.007, 0.002, 0.189, 0.031, 0.016, 0.048, 0.011, 0.000, 0.000, 0.007, 0.000, 0.000, 0.000, 0.000, 0.006, 0.000, 0.002, 0.000, 0.000, 0.001, 0.000, 0.000, 0.000, 0.000, 0.000, 0.006, 0.000, 0.001, 0.003, 0.000, 0.008, 0.000, 0.000]}


# 2
{"formula": "C40H40N5O2Pd", "method": "ωB97M-V/def2-TZVPD", "charge": 1, "total_energy_ev": -57151.4793, "homo_lumo_gap_ev": 6.6, "multiplicity": 1, "symbols": ["Pd", "C", "C", "O", "C", "C", "C", "C", "C", "C", "O", "H", "H", "H", "H", "H", "H", "H", "C", "C", "C", "C", "C", "C", "C", "C", "N", "C", "C", "C", "C", "N", "C", "C", "C", "C", "C", "C", "C", "C", "H", "H", "H", "H", "H", "H", "H", "H", "H", "H", "H", "H", "H", "H", "H", "H", "H", "H", "H", "H", "H", "H", "H", "H", "N", "C", "C", "C", "C", "C", "C", "N", "C", "C", "C", "C", "N", "C", "C", "H", "H", "H", "H", "H", "H", "H", "H", "H"], "positions_angstrom": [[0.0387, -0.3010, 0.0414], [0.8745, -0.8642, 4.1598], [1.1176, -0.7223, 2.6850], [0.0980, -0.4272, 2.0178], [2.4363, -0.9261, 2.1254], [3.4315, -1.4898, 2.9617], [4.7069, -1.7119, 2.5241], [5.0461, -1.3461, 1.2108], [4.1258, -0.7837, 0.3709], [2.7898, -0.5555, 0.7884], [2.0026, 0.0147, -0.0758], [-0.1394, -0.5435, 4.3800], [1.5904, -0.2791, 4.7346], [0.9857, -1.9087, 4.4559], [3.1678, -1.7601, 3.9738], [5.4443, -2.1549, 3.1768], [6.0548, -1.5101, 0.8538], [4.3870, -0.4894, -0.6364], [-1.0477, 2.2807, -2.7016], [0.2524, 1.6583, -3.1245], [1.1432, 2.3764, -3.9190], [2.3155, 1.8012, -4.3752], [2.6253, 0.4895, -4.0496], [1.7755, -0.2655, -3.2525], [2.0979, -1.6847, -2.8893], [0.6018, 0.3475, -2.8101], [-0.2448, -0.4033, -1.9228], [-1.2776, -1.0468, -2.3415], [-1.7201, -1.1366, -3.7607], [-2.0686, -1.6985, -1.2558], [-3.1302, -2.6972, -1.5734], [-1.7393, -1.3295, -0.0642], [-2.3669, -1.9239, 1.0785], [-3.4816, -1.2890, 1.6223], [-4.0623, -0.0467, 1.0106], [-4.0555, -1.8572, 2.7540], [-3.5241, -3.0050, 3.3200], [-2.4027, -3.6003, 2.7654], [-1.7930, -3.0695, 1.6337], [-0.5820, -3.7362, 1.0425], [-0.9004, 3.3215, -2.4137], [-1.5036, 1.7700, -1.8548], [-1.7603, 2.2699, -3.5296], [0.9029, 3.3993, -4.1810], [2.9934, 2.3789, -4.9890], [3.5429, 0.0436, -4.4114], [3.1326, -1.9142, -3.1377], [1.4676, -2.3890, -3.4381], [1.9565, -1.8590, -1.8221], [-1.1583, -0.4537, -4.3930], [-2.7846, -0.9086, -3.8299], [-1.5819, -2.1521, -4.1370], [-2.9862, -3.1309, -2.5590], [-4.1124, -2.2184, -1.5544], [-3.1398, -3.4881, -0.8253], [-3.3162, 0.5238, 0.4579], [-4.4779, 0.5987, 1.7831], [-4.8740, -0.2879, 0.3204], [-4.9238, -1.3859, 3.1961], [-3.9799, -3.4317, 4.2028], [-1.9819, -4.4898, 3.2181], [0.0328, -4.1737, 1.8285], [0.0448, -3.0422, 0.4782], [-0.8702, -4.5488, 0.3714], [0.8746, 7.3007, 0.1275], [0.4353, 8.6095, 0.1069], [1.1051, 9.8216, -0.0256], [0.3240, 10.9582, -0.0069], [-1.0728, 10.8943, 0.1366], [-1.7280, 9.6901, 0.2674], [-0.9555, 8.5279, 0.2546], [-1.3452, 7.2063, 0.3699], [-0.2398, 6.5183, 0.2942], [-0.1906, 5.0553, 0.3699], [-1.3420, 4.3584, 0.7339], [-1.2933, 2.9800, 0.7852], [-0.2007, 2.2671, 0.5022], [0.9005, 2.9356, 0.1664], [0.9551, 4.3183, 0.0857], [1.8294, 6.9928, 0.1045], [2.1794, 9.8768, -0.1343], [0.7976, 11.9254, -0.1052], [-1.6394, 11.8151, 0.1451], [-2.8013, 9.6345, 0.3813], [-2.2465, 4.8998, 0.9675], [-2.1727, 2.4140, 1.0703], [1.7720, 2.3310, -0.0642], [1.8840, 4.7872, -0.2093]], "atomic_forces_ev_per_a": [[-0.44, -0.78, 0.04], [0.03, -0.02, 0.00], [0.11, 0.08, -0.16], [0.26, -0.09, 0.29], [-0.13, 0.05, -0.05], [0.09, 0.01, -0.06], [-0.05, 0.01, 0.03], [0.04, -0.02, 0.00], [-0.11, 0.02, 0.11], [0.07, -0.02, 0.20], [-0.16, 0.19, -0.06], [0.00, 0.01, 0.00], [-0.01, 0.01, 0.01], [-0.01, -0.01, 0.00], [0.03, -0.03, 0.02], [0.01, -0.01, 0.02], [0.02, -0.01, 0.01], [-0.02, 0.01, -0.02], [-0.07, 0.00, 0.08], [0.10, -0.02, -0.13], [-0.02, -0.01, 0.04], [0.01, 0.04, 0.00], [-0.01, -0.04, 0.03], [0.02, 0.19, -0.02], [0.03, -0.05, 0.01], [-0.01, -0.16, 0.04], [-0.24, 0.06, -0.49], [0.19, 0.20, 0.34], [0.07, 0.02, -0.03], [0.21, 0.24, 0.33], [-0.07, 0.02, 0.10], [0.12, -0.17, -0.71], [0.01, 0.10, 0.06], [0.02, -0.13, 0.09], [-0.01, 0.07, -0.03], [0.04, -0.02, 0.01], [-0.01, 0.03, -0.02], [0.03, 0.02, 0.00], [-0.12, 0.05, 0.09], [0.09, 0.05, -0.04], [0.01, 0.02, -0.01], [0.02, 0.01, -0.01], [-0.02, 0.00, -0.01], [-0.01, 0.02, -0.01], [0.01, 0.00, -0.01], [0.01, -0.01, 0.00], [0.00, 0.00, -0.01], [-0.03, -0.02, 0.02], [0.00, -0.01, 0.01], [0.00, -0.01, 0.02], [-0.01, 0.01, -0.02], [0.01, -0.02, 0.00], [0.01, -0.01, -0.01], [-0.02, 0.00, -0.01], [-0.02, 0.01, 0.00], [0.01, 0.00, 0.00], [-0.02, 0.00, 0.00], [-0.01, 0.00, -0.02], [-0.01, 0.01, 0.02], [-0.01, -0.01, 0.01], [0.00, -0.01, 0.00], [-0.02, -0.03, 0.01], [-0.04, -0.03, 0.03], [0.00, 0.00, -0.04], [-0.15, 0.05, 0.01], [0.03, -0.02, -0.01], [-0.03, 0.02, 0.02], [0.03, 0.02, -0.01], [0.00, 0.02, 0.00], [0.02, -0.01, 0.01], [0.02, 0.01, -0.02], [0.08, -0.05, 0.00], [0.00, -0.01, 0.00], [0.02, -0.05, -0.01], [0.07, -0.03, -0.02], [0.01, 0.03, 0.03], [0.04, 0.10, -0.02], [0.05, 0.02, -0.07], [-0.11, -0.01, 0.05], [0.00, 0.00, 0.00], [0.02, 0.00, -0.01], [0.01, 0.01, 0.00], [-0.01, 0.02, 0.00], [-0.02, -0.01, 0.00], [-0.02, 0.03, 0.00], [-0.01, 0.00, 0.01], [-0.03, 0.02, 0.01], [0.01, 0.02, -0.02]], "lowdin_charge": [1.094, 0.009, -0.325, -0.093, -0.094, -0.034, -0.077, -0.057, -0.007, -0.324, -0.193, 0.094, 0.100, 0.099, 0.107, 0.106, 0.113, 0.117, -0.027, -0.212, -0.033, -0.058, -0.029, -0.210, -0.025, -0.206, 0.013, -0.219, 0.021, -0.215, 0.028, 0.028, -0.212, -0.202, -0.025, -0.030, -0.058, -0.034, -0.219, -0.026, 0.084, 0.056, 0.093, 0.120, 0.110, 0.116, 0.086, 0.086, 0.062, 0.095, 0.106, 0.104, 0.086, 0.109, 0.098, 0.053, 0.089, 0.089, 0.119, 0.111, 0.119, 0.088, 0.054, 0.090, 0.168, -0.190, -0.021, -0.086, -0.086, -0.012, -0.224, 0.182, -0.286, -0.130, 0.006, -0.132, 0.029, -0.131, 0.003, 0.151, 0.109, 0.104, 0.103, 0.113, 0.115, 0.097, 0.101, 0.109]}


# 3
{"formula": "C16H26AsCl2N2OSTl", "method": "ωB97M-V/def2-TZVPD", "charge": -2, "total_energy_ev": -123454.5933, "homo_lumo_gap_ev": 6.1, "multiplicity": 1, "relative_energy_kcal_mol": 17.0, "symbols": ["Tl", "C", "C", "C", "C", "C", "C", "C", "C", "C", "C", "H", "H", "H", "H", "H", "H", "H", "H", "H", "H", "H", "H", "H", "H", "H", "Cl", "C", "Cl", "H", "H", "S", "C", "N", "C", "As", "C", "C", "O", "H", "H", "H", "H", "H", "H", "H", "H", "H", "N", "C"], "positions_angstrom": [[0.9637, -1.1372, 0.5513], [1.5540, 1.9195, 0.8988], [0.2495, 1.9162, 0.3452], [-0.6023, 1.2448, 1.2506], [0.1791, 0.8245, 2.3596], [1.5109, 1.2498, 2.1380], [2.6726, 1.0579, 3.0683], [-0.3522, 0.1412, 3.5889], [-2.0856, 1.0333, 1.1105], [-0.1758, 2.6910, -0.8726], [2.7591, 2.6140, 0.3262], [2.8018, 1.9100, 3.7494], [3.6097, 0.9473, 2.5147], [2.5533, 0.1613, 3.6793], [-0.6406, 0.8624, 4.3659], [0.3823, -0.5396, 4.0210], [-1.2389, -0.4551, 3.3574], [-2.6102, 1.2547, 2.0462], [-2.3385, 0.0018, 0.8375], [-2.5095, 1.6915, 0.3459], [-0.2443, 3.7680, -0.6653], [-1.1618, 2.3829, -1.2295], [0.5100, 2.5818, -1.7188], [3.1516, 3.3760, 1.0101], [2.5119, 3.1306, -0.6060], [3.5847, 1.9302, 0.1069], [2.1414, 1.3216, -3.9600], [2.3339, 0.3351, -2.4881], [4.0282, -0.0628, -2.1657], [1.8117, -0.6051, -2.6551], [1.9619, 0.9097, -1.6489], [3.1076, -3.3790, 5.5506], [2.3929, -2.8839, 4.1335], [1.8880, -2.5301, 3.1423], [-1.6211, -0.3427, -2.7038], [-2.1476, -1.8807, -1.6643], [-2.3948, -3.4346, -2.7842], [-3.9953, -1.3795, -1.2792], [-1.4475, -2.1521, -0.2001], [-2.4794, -0.0295, -3.3006], [-0.7736, -0.5902, -3.3345], [-1.3531, 0.4458, -2.0001], [-2.0848, -3.1974, -3.7996], [-3.4398, -3.7437, -2.7487], [-1.7379, -4.2108, -2.4037], [-4.5785, -1.3056, -2.1993], [-3.9921, -0.4181, -0.7648], [-4.4331, -2.1304, -0.6220], [1.2923, -2.6977, -3.7601], [0.4860, -2.5970, -2.9233]], "atomic_forces_ev_per_a": [[0.02, 0.03, 0.08], [0.01, 0.00, 0.04], [-0.01, 0.07, 0.00], [-0.02, -0.07, -0.02], [-0.12, -0.05, -0.06], [0.02, 0.01, -0.06], [0.00, 0.00, 0.01], [0.00, 0.03, 0.00], [0.00, -0.03, 0.00], [-0.02, 0.01, 0.00], [-0.05, 0.02, -0.02], [0.00, -0.01, 0.00], [-0.01, 0.00, 0.01], [0.01, 0.00, -0.02], [0.00, -0.01, 0.00], [0.01, 0.00, 0.00], [0.01, 0.00, 0.00], [0.00, 0.02, 0.00], [0.04, 0.04, 0.06], [0.00, 0.00, -0.01], [0.02, -0.01, -0.01], [0.02, 0.02, 0.03], [-0.02, -0.01, 0.01], [0.01, -0.01, 0.01], [0.01, -0.04, -0.01], [0.02, -0.01, 0.01], [0.04, 0.06, -0.02], [0.02, -0.16, -0.08], [0.10, 0.06, -0.03], [-0.04, 0.05, 0.02], [-0.07, -0.02, 0.06], [-0.01, 0.00, 0.00], [-0.04, 0.03, -0.06], [0.02, -0.01, 0.03], [0.05, 0.00, 0.02], [-0.21, 0.01, -0.05], [0.06, 0.01, -0.05], [-0.01, 0.01, -0.01], [0.09, 0.05, 0.13], [-0.01, 0.03, 0.02], [0.00, 0.00, 0.02], [0.01, -0.03, -0.01], [-0.01, -0.01, 0.01], [-0.03, -0.01, 0.02], [0.00, 0.01, 0.01], [-0.01, 0.01, 0.00], [-0.01, -0.03, -0.02], [0.02, -0.01, -0.01], [0.01, 0.01, -0.05], [0.05, -0.07, -0.02]], "lowdin_charge": [0.921, -0.312, -0.302, -0.322, -0.364, -0.343, -0.055, -0.066, -0.070, -0.074, -0.071, 0.068, 0.069, 0.053, 0.069, 0.045, 0.070, 0.069, 0.039, 0.059, 0.072, 0.044, 0.039, 0.069, 0.063, 0.050, 0.464, -1.044, 0.496, -0.060, -0.036, 0.247, -1.052, -0.035, -0.208, 0.913, -0.252, -0.238, -0.661, 0.033, -0.006, 0.014, 0.022, 0.017, 0.023, 0.021, 0.014, 0.028, -0.134, -0.381]}